(1)
{"formula": "C9H7Cl2FeNO4S", "method": "ωB97M-V/def2-TZVPD", "e_lumo_ha": [-0.156, -0.162], "s2": 0.78, "multiplicity": 2, "e_homo_ev": [-11.24, -11.28], "total_charge": 1, "species": ["Fe", "O", "C", "O", "C", "C", "C", "C", "C", "N", "C", "O", "O", "H", "H", "H", "H", "H", "S", "C", "Cl", "C", "Cl", "H", "H"], "positions_angstrom": [[0.0707, -0.0813, 0.3283], [-0.6330, -3.7996, -1.4741], [-0.4376, -2.5688, -1.0460], [0.3753, -2.2441, -0.2049], [-1.3046, -1.5434, -1.7015], [-2.2434, -1.7902, -2.6873], [-2.9470, -0.7112, -3.2021], [-2.6666, 0.5680, -2.7387], [-1.7060, 0.7266, -1.7549], [-1.0660, -0.3204, -1.2291], [-1.2231, 2.0157, -1.1454], [-1.7080, 3.1722, -1.5541], [-0.3700, 1.9738, -0.2868], [-0.0294, -4.4041, -1.0113], [-2.4095, -2.7990, -3.0361], [-3.6963, -0.8612, -3.9666], [-3.2006, 1.4131, -3.1527], [-2.3626, 3.0832, -2.2580], [-2.6422, -0.5626, 2.1275], [-1.2912, -0.3259, 1.4246], [1.9772, 0.0939, 1.6732], [1.6965, 0.6526, 3.3688], [1.2258, 2.3284, 3.4321], [2.6466, 0.5006, 3.8662], [0.9091, 0.0262, 3.7699]], "forces_ev_per_angstrom": [[0.09, -0.10, -0.34], [-0.02, -0.01, 0.05], [-0.04, 0.09, -0.03], [0.15, 0.11, -0.08], [0.06, -0.11, 0.04], [0.01, 0.04, -0.03], [0.02, 0.00, 0.00], [0.01, -0.04, -0.04], [0.03, 0.11, 0.03], [-0.10, 0.06, -0.01], [0.00, -0.11, 0.00], [-0.01, 0.00, 0.02], [0.22, 0.00, -0.06], [0.00, 0.00, 0.00], [-0.01, 0.00, 0.00], [0.00, 0.00, 0.00], [0.00, 0.00, 0.00], [-0.02, 0.01, 0.02], [0.14, 0.04, 0.01], [-0.50, -0.11, 0.49], [0.12, -0.01, 0.00], [-0.12, -0.02, -0.09], [-0.02, 0.02, -0.01], [-0.01, 0.03, 0.03], [0.01, -0.01, 0.01]], "mulliken_charge": [0.1073, -0.4238, 0.2832, -0.5029, 0.5283, -0.4788, -0.7401, -0.6972, 1.2467, -0.0127, 0.4186, -0.4501, -0.4509, 0.3991, 0.5471, 0.4553, 0.2264, 0.2957, -0.1750, 0.1904, -0.0409, -0.2557, -0.0948, 0.3582, 0.2666]}



(2)
{"formula": "C6H4O", "method": "ωB97M-V/def2-TZVPD", "e_lumo_ha": [-0.032, -0.032], "e_homo_ev": [-9.60, -9.60], "total_charge": 0, "species": ["C", "C", "C", "C", "C", "C", "O", "H", "H", "H", "H"], "positions_angstrom": [[0.1104, 2.9971, 1.3666], [0.7157, 1.9585, 0.9563], [0.5931, 0.7660, 0.3426], [0.4162, -0.5724, 0.9170], [-0.2133, -1.3047, -0.0056], [-0.4228, -0.4504, -1.2175], [0.3746, 0.7061, -0.9764], [-1.4562, -0.0819, -1.2310], [0.6683, -0.8297, 1.9374], [-0.6103, -2.3074, 0.0977], [-0.1757, -0.8813, -2.1870]], "forces_ev_per_angstrom": [[0.58, -0.59, -0.08], [-0.22, 0.62, 0.24], [-0.23, 0.00, 0.06], [-0.07, 0.01, -0.07], [0.02, 0.11, 0.05], [-0.06, -0.25, -0.09], [-0.10, 0.18, 0.14], [-0.05, -0.23, -0.17], [-0.06, 0.08, -0.18], [0.10, 0.12, -0.01], [0.08, -0.04, 0.12]], "mulliken_charge": [-0.4075, -0.4453, 0.6323, -0.2495, -0.2991, -0.3133, -0.2752, 0.2390, 0.4167, 0.4030, 0.2987]}



(3)
{"formula": "C28H46ClN3O42P2S10", "method": "ωB97M-V/def2-TZVPD", "e_lumo_ha": -0.041, "smiles": "NP(O)c1c(Cl)c2c(c(CCO)c1ON=O)C(=O)N([PH2]=S)C2=O.O=S1(=O)OCCO1.O=S1(=O)OCCO1.O=S1(=O)OCCO1.O=S1(=O)OCCO1.O=S1(=O)OCCO1.O=S1(=O)OCCO1.O=S1(=O)OCCO1.O=S1(=O)OCCO1.O=S1(=O)OCCO1", "e_homo_ev": -8.42, "total_charge": 0, "species": ["N", "P", "O", "C", "C", "Cl", "C", "C", "C", "C", "C", "O", "C", "O", "N", "O", "C", "O", "N", "P", "S", "C", "O", "H", "H", "H", "H", "H", "H", "H", "H", "H", "H", "O", "S", "O", "O", "C", "C", "O", "H", "H", "H", "H", "O", "S", "O", "O", "C", "C", "O", "H", "H", "H", "H", "O", "S", "O", "O", "C", "C", "O", "H", "H", "H", "H", "O", "S", "O", "O", "C", "C", "O", "H", "H", "H", "H", "O", "S", "O", "O", "C", "C", "O", "H", "H", "H", "H", "O", "S", "O", "O", "C", "C", "O", "H", "H", "H", "H", "O", "S", "O", "O", "C", "C", "O", "H", "H", "H", "H", "O", "S", "O", "O", "C", "C", "O", "H", "H", "H", "H", "O", "S", "O", "O", "C", "C", "O", "H", "H", "H", "H"], "positions_angstrom": [[1.8094, 3.5028, -0.9104], [1.3765, 1.8249, -1.1072], [0.1245, 1.8230, -2.2727], [0.6673, 1.1309, 0.4884], [1.6289, 0.4446, 1.3679], [3.3626, 0.3317, 0.9634], [1.0999, -0.1373, 2.5842], [-0.3179, -0.0558, 2.9521], [-1.2808, 0.6290, 2.1078], [-2.7677, 0.6477, 2.5624], [-3.5029, 2.0340, 2.3866], [-4.4347, 1.9425, 1.2878], [-0.7595, 1.2214, 0.8829], [-1.6304, 1.9202, 0.0077], [-1.3129, 3.2770, 0.1815], [-2.2789, 3.9398, 0.1439], [-0.4921, -0.8261, 4.2845], [-1.4425, -1.0426, 4.9761], [0.8209, -1.3688, 4.6141], [0.8844, -3.1370, 4.7573], [-0.2474, -4.0361, 3.4571], [1.8372, -0.9442, 3.6862], [3.0137, -1.1900, 3.7185], [1.3499, 3.9522, -0.1151], [1.5621, 3.9649, -1.8039], [-0.3102, 2.6920, -2.1561], [-2.8301, 0.3718, 3.6485], [-3.3494, -0.1119, 1.9879], [-4.1494, 2.1689, 3.2982], [-2.8264, 2.9197, 2.3177], [-4.0921, 2.4316, 0.5221], [2.2316, -3.5464, 4.5449], [0.5383, -3.5135, 6.0947], [-4.7791, -1.3179, 2.9596], [-6.0504, -0.6767, 2.9997], [-6.2495, 0.6006, 3.5861], [-7.1123, -1.7132, 3.6362], [-8.1746, -1.9467, 2.7080], [-7.5540, -1.7468, 1.3410], [-6.6503, -0.6514, 1.5030], [-8.9609, -1.2118, 2.8976], [-8.5793, -2.9492, 2.8352], [-8.2954, -1.5243, 0.5759], [-6.9728, -2.6228, 1.0398], [-8.5046, -3.3717, -2.4967], [-8.9329, -2.0278, -2.3370], [-9.9556, -1.6488, -1.4264], [-9.2916, -1.4361, -3.7942], [-8.4871, -0.2833, -4.0582], [-7.2100, -0.5029, -3.2708], [-7.6341, -1.1132, -2.0501], [-9.0262, 0.5975, -3.7009], [-8.3017, -0.1849, -5.1264], [-6.6780, 0.4254, -3.0722], [-6.5431, -1.2006, -3.7841], [5.8857, -5.3293, 6.8869], [6.7538, -4.3342, 6.3539], [8.1685, -4.4287, 6.4384], [6.2938, -2.9025, 6.9472], [5.9692, -2.0205, 5.8704], [5.4999, -2.9250, 4.7480], [6.3506, -4.0760, 4.8168], [6.8747, -1.4774, 5.5885], [5.2028, -1.3104, 6.1768], [5.5759, -2.4502, 3.7721], [4.4712, -3.2552, 4.9112], [1.7799, 5.1243, -3.3518], [1.7950, 5.3254, -4.7697], [1.0946, 6.3860, -5.4019], [1.3862, 3.9377, -5.4749], [2.4451, 3.5179, -6.3498], [3.7111, 4.0858, -5.7422], [3.3352, 5.3724, -5.2499], [2.2555, 3.9400, -7.3405], [2.4743, 2.4338, -6.4184], [4.5189, 4.1727, -6.4661], [4.0470, 3.4831, -4.8941], [1.2877, 0.7188, -5.7425], [0.0304, 1.3912, -5.6882], [-0.1248, 2.6760, -5.1042], [-1.0452, 0.3801, -5.0333], [-2.1249, 0.1733, -5.9434], [-1.5226, 0.3628, -7.3226], [-0.5900, 1.4423, -7.1763], [-2.8900, 0.9233, -5.7416], [-2.5490, -0.8212, -5.8104], [-2.2710, 0.6023, -8.0732], [-0.9658, -0.5249, -7.6354], [-3.6509, 2.4063, -7.3621], [-2.6995, 3.3280, -7.8873], [-1.2983, 3.1111, -7.8080], [-3.0396, 4.7885, -7.2901], [-3.2897, 5.7015, -8.3620], [-3.8359, 4.8473, -9.4904], [-3.0856, 3.6315, -9.4267], [-2.3417, 6.1681, -8.6404], [-3.9934, 6.4712, -8.0500], [-3.7205, 5.3192, -10.4640], [-4.8892, 4.6040, -9.3274], [6.3891, -5.7621, 3.6737], [6.4272, -5.6146, 2.2649], [5.7610, -4.5544, 1.5923], [5.9862, -7.0175, 1.5886], [7.0314, -7.4929, 0.7395], [8.3114, -6.9426, 1.3400], [7.9704, -5.6297, 1.7898], [6.8628, -7.0955, -0.2647], [7.0266, -8.5810, 0.7031], [9.1252, -6.9023, 0.6187], [8.6251, -7.5272, 2.2089], [6.2007, 7.0066, 1.4567], [5.2530, 7.8381, 0.8025], [5.3571, 9.2536, 0.7894], [3.7802, 7.4301, 1.3267], [2.9670, 7.0352, 0.2192], [3.9356, 6.4804, -0.8048], [5.0875, 7.3251, -0.7188], [2.4541, 7.9224, -0.1607], [2.2294, 6.2979, 0.5310], [3.5243, 6.4904, -1.8123], [4.2425, 5.4633, -0.5480], [-0.4936, -5.1100, 7.4848], [-0.1962, -6.3879, 8.0330], [-1.1837, -7.3875, 8.2223], [0.5933, -6.1662, 9.4236], [1.8704, -6.8083, 9.3618], [2.2519, -6.7903, 7.8946], [1.0260, -7.0283, 7.1957], [1.7556, -7.8311, 9.7291], [2.5927, -6.2804, 9.9820], [2.9901, -7.5500, 7.6466], [2.6278, -5.8085, 7.5951]], "forces_ev_per_angstrom": [[-1.32, -0.69, 0.37], [0.79, -1.30, -1.80], [0.68, 1.18, 1.91], [-0.91, 0.32, 1.96], [-2.11, 0.13, 0.56], [-1.64, 0.17, 0.41], [-1.06, 0.43, -0.18], [1.61, 0.65, -1.69], [0.67, -0.35, 0.23], [0.58, 0.84, -0.10], [-0.76, -0.70, 0.48], [0.59, 0.62, 0.04], [2.31, -1.58, 0.86], [0.29, -0.85, 1.35], [-0.67, 1.11, 0.25], [0.59, -0.29, -0.46], [0.37, 0.02, -0.86], [0.39, 0.37, -0.55], [1.27, -0.92, -0.41], [-1.23, -1.10, -0.19], [0.26, 0.34, 0.26], [-1.06, 1.25, -1.50], [-0.66, -0.21, 0.50], [-0.03, 0.05, -0.45], [0.44, -0.02, 0.72], [-0.26, -0.60, -0.52], [0.28, 0.05, -1.16], [0.68, 0.72, 0.46], [0.69, -0.02, -0.88], [-0.45, -0.77, -0.01], [0.00, -0.28, 0.42], [-0.28, 0.89, 0.49], [0.45, 0.67, -0.47], [-0.54, 0.12, 0.38], [-0.49, -0.51, -0.45], [0.35, -0.12, -0.02], [0.52, 0.15, -0.34], [-0.52, 0.25, -0.15], [0.05, -0.64, -0.17], [-0.10, 0.26, 0.66], [0.00, -0.04, -0.04], [0.21, 0.01, 0.16], [0.13, 0.25, 0.09], [-0.08, -0.02, 0.00], [-0.34, 0.06, 0.17], [0.35, 0.36, -0.54], [0.22, -0.26, 0.11], [0.37, -0.34, 0.39], [-0.02, 0.58, 0.11], [0.34, -0.18, -0.49], [-0.70, 0.03, 0.02], [0.05, 0.00, -0.02], [-0.13, -0.23, 0.03], [-0.10, -0.08, 0.26], [-0.01, 0.06, -0.03], [0.30, 0.04, 0.19], [-0.36, 0.64, -0.67], [-0.20, -0.33, 0.09], [-0.15, -0.58, -0.05], [0.19, 0.41, -0.40], [-0.45, 0.16, 0.17], [0.39, 2.88, 2.64], [-0.05, 0.00, -0.03], [0.02, -0.17, 0.18], [0.11, -0.22, -0.02], [0.02, 0.10, -0.04], [-0.33, 0.45, -0.38], [0.56, -1.04, -1.05], [0.05, 0.14, 0.59], [3.12, 3.08, 0.17], [0.30, 0.29, -0.63], [0.13, -0.64, 0.27], [-0.55, 0.43, 0.05], [0.02, 0.01, 0.03], [-0.15, 0.08, 0.21], [-0.07, 0.28, 0.06], [0.00, -0.04, -0.07], [-0.01, 0.32, 0.32], [-1.29, -0.72, -0.04], [-2.22, -2.73, 0.14], [0.60, -0.04, -0.30], [-0.49, 0.20, -0.11], [0.42, -0.75, -0.03], [1.93, -4.40, 2.69], [0.00, -0.07, -0.06], [0.24, -0.02, 0.13], [0.15, 0.18, 0.02], [-0.10, -0.03, 0.00], [0.20, 0.06, 0.10], [0.39, 1.62, -0.52], [-2.80, 3.97, -1.84], [-0.40, -0.65, -0.16], [0.32, 0.35, -0.37], [-0.59, 0.16, 0.14], [0.33, -0.02, 0.44], [-0.05, 0.01, -0.01], [0.02, -0.17, 0.20], [0.18, -0.21, 0.00], [0.01, 0.08, -0.02], [-0.20, -2.47, -2.25], [0.40, -0.80, -0.11], [0.10, 0.06, 0.34], [0.31, 0.31, 0.29], [0.15, 0.08, -0.54], [0.11, -0.50, 0.30], [-0.61, 0.13, -0.28], [0.05, -0.04, 0.01], [-0.17, 0.07, 0.17], [-0.06, 0.27, 0.05], [0.00, -0.04, -0.07], [-0.05, 0.32, 0.11], [-0.36, -0.34, -0.33], [0.22, -0.18, 0.04], [0.56, -0.16, -0.17], [-0.31, 0.28, -0.42], [-0.11, -0.69, 0.07], [-0.19, 0.57, 0.49], [-0.01, -0.05, -0.02], [0.17, 0.03, 0.20], [0.18, 0.15, 0.00], [-0.12, -0.01, -0.04], [-0.21, -0.13, 0.17], [0.64, -0.20, 0.08], [-0.05, 0.25, -0.21], [-0.11, 0.19, -0.61], [0.24, -0.52, 0.09], [0.36, 0.50, 0.06], [-0.49, -0.11, 0.49], [0.04, 0.02, -0.02], [-0.21, 0.15, 0.00], [-0.21, -0.05, -0.14], [0.10, -0.06, 0.05]], "mulliken_charge": [-0.1845, 0.0207, -0.2686, 0.7366, -0.5950, -0.1801, -0.3211, -0.1605, 1.0822, -0.2575, -0.6649, -0.4997, 0.5543, -0.2695, 0.2097, -0.3948, -0.1112, -0.4939, 0.1043, 0.3984, -0.3798, -0.1573, -0.4124, 0.2547, 0.2659, 0.1829, 0.2161, 0.5098, 0.3570, 0.3115, 0.3125, -0.0428, 0.0946, -0.6297, 1.2457, -0.6040, -0.3221, -0.4654, 0.0095, -0.2395, 0.3261, 0.3197, 0.0035, 0.2846, -0.5496, 1.1106, -0.5392, -0.3062, -0.3550, -0.3513, -0.2104, 0.2909, 0.3112, 0.3353, 0.2780, -0.5040, 0.9833, -0.5842, -0.3475, -0.3891, -0.3615, -0.1265, 0.3093, 0.3111, 0.4655, 0.2158, -0.6203, 1.0036, -0.6131, 0.0014, -0.2567, -0.5090, -0.3592, 0.2281, 0.3592, 0.3440, 0.3082, -0.6554, 1.0294, -0.2716, -0.3281, -0.1787, -0.6084, -0.2574, 0.2257, 0.3544, 0.3583, 0.3790, -0.6382, 1.2760, -0.4796, -0.3451, -0.3588, -0.4040, -0.3350, 0.2903, 0.3214, 0.3189, 0.3064, -0.4502, 1.2113, -0.5823, -0.3096, -0.3652, -0.3299, -0.3330, 0.2862, 0.3094, 0.3115, 0.2854, -0.5417, 1.1001, -0.5290, -0.3382, -0.2736, -0.0839, -0.3152, 0.3300, 0.1982, 0.1427, 0.2748, -0.4973, 1.0750, -0.5485, -0.3264, -0.3419, -0.1878, -0.2976, 0.3030, 0.3070, 0.3029, 0.1955]}



(4)
{"formula": "C4H10O3", "method": "ωB97M-V/def2-TZVPD", "e_lumo_ha": 0.022, "smiles": "O=CCCCO.O", "e_homo_ev": -10.16, "total_charge": 0, "species": ["O", "C", "C", "C", "C", "O", "H", "H", "H", "H", "H", "H", "H", "H", "O", "H", "H"], "positions_angstrom": [[0.6164, -2.0463, 1.3434], [0.8018, -1.0618, 0.6684], [0.5105, -1.0614, -0.8162], [-0.9907, -0.7605, -1.0988], [-1.5515, 0.3905, -0.2575], [-2.4582, 1.1920, -0.9915], [1.3200, -0.2247, 1.1646], [1.0960, -0.3442, -1.3735], [0.6633, -2.1116, -1.0506], [-1.5589, -1.6478, -0.8108], [-1.1527, -0.4732, -2.1323], [-0.7890, 1.0755, 0.1055], [-2.0479, 0.0716, 0.6591], [-3.3077, 0.7540, -1.0751], [3.0683, 2.4307, 1.6765], [2.9800, 2.2590, 2.6357], [2.8003, 1.5581, 1.3531]], "forces_ev_per_angstrom": [[-0.31, 0.21, -0.09], [0.64, -0.72, 0.16], [-1.28, -0.02, 0.56], [0.10, 0.06, 1.24], [-0.25, 0.43, 0.22], [-0.05, 0.39, -0.27], [-0.21, 0.50, -0.23], [0.52, -0.07, -0.04], [0.44, 0.12, -0.66], [-0.04, -0.07, -0.53], [0.07, -0.31, -0.19], [0.33, 0.14, -0.31], [0.03, -0.50, 0.07], [-0.01, -0.15, 0.06], [-0.34, -0.87, 0.92], [0.21, 0.57, -0.51], [0.15, 0.30, -0.40]], "mulliken_charge": [-0.4818, 0.1255, -0.4723, -0.5071, -0.4689, -0.5508, 0.1775, 0.3427, 0.2761, 0.2977, 0.3616, 0.2853, 0.3009, 0.3097, -0.6449, 0.3317, 0.3170]}